1.
C5H5N6 | the ωB97M-V functional and the def2-TZVPD basis

Kohn-Sham gap = 7.42 eV
electronic energy = -14202.1518 eV
lowest unoccupied orbital energy = 4.1472 eV

Structure (ORCA input):
```
! RIJCOSX wB97M-V def2-TZVPD def2/J DEFGRID3
* xyz -1 1
C 1.0463 -0.8709 0.6259
C 1.1579 -0.5871 -0.7589
C -0.2110 -0.2052 0.9970
C -2.7816 -0.9473 1.8656
C -1.8594 0.8882 -0.2989
N -1.4681 -1.1585 1.6568
N 0.1076 0.0447 -1.3308
N -3.2940 -1.8082 2.7077
N -1.2331 -2.4274 2.1600
N -2.2822 -2.7099 2.8084
N -0.6713 0.3172 -0.1865
H 1.8561 -1.2982 1.2231
H 2.0272 -0.7025 -1.3365
H -0.2051 0.6355 1.7406
H -1.9608 1.0799 -1.3569
H -3.2781 -0.0339 1.5871
*
```

2.
C5H5NO | the ωB97M-V functional and the def2-TZVPD basis

Kohn-Sham gap = 8.70 eV
electronic energy = -8797.3268 eV
lowest unoccupied orbital energy = 0.0177 eV

Structure (ORCA input):
```
! RIJCOSX wB97M-V def2-TZVPD def2/J DEFGRID3
* xyz 0 1
O 0.9941 -0.0857 2.0781
C 0.1465 0.5621 1.5949
C -0.7481 1.5177 1.3526
C -1.6368 1.5755 0.3639
C -0.1971 -0.7717 -0.3772
C 1.0863 -0.6755 -1.2360
N 0.5805 -1.7877 -0.5024
H -2.3810 2.3590 0.2528
H -1.6227 0.7682 -0.3799
H 1.9553 -0.1510 -0.8410
H 0.9792 -0.6967 -2.3169
H 0.8438 -2.6141 0.0110
*
```

3.
C5H5NO | the ωB97M-V functional and the def2-TZVPD basis

Kohn-Sham gap = 7.42 eV
electronic energy = -8797.5383 eV
lowest unoccupied orbital energy = -1.6506 eV

Structure (ORCA input):
```
! RIJCOSX wB97M-V def2-TZVPD def2/J DEFGRID3
* xyz 0 1
O -1.1067 -0.5427 -0.9110
C -1.2419 -0.6170 0.5050
C -0.5218 0.3159 1.3764
C 0.1025 1.3807 0.7882
C 0.6535 2.3608 0.3004
C 1.7776 -1.4646 -0.8493
N 2.8479 -1.7886 -0.5666
H -1.1478 0.3907 -1.1653
H -2.2979 -0.4835 0.8092
H -0.9984 -1.6481 0.7886
H 0.7660 -1.1592 -1.0946
H 1.1669 3.2557 0.0190
*
```

4.
C5H5NO | the ωB97M-V functional and the def2-TZVPD basis

SMILES = N#C[C@@H]1C[C@@H]1C=O
Kohn-Sham gap = 10.51 eV
electronic energy = -8798.9262 eV
lowest unoccupied orbital energy = 0.3308 eV

Structure (ORCA input):
```
! RIJCOSX wB97M-V def2-TZVPD def2/J DEFGRID3
* xyz 0 1
O 1.6515 1.0180 1.6386
C 1.3702 0.3490 0.6970
C 0.3731 -0.7084 0.3673
C -1.0800 -0.9323 0.1323
C -0.2916 0.0296 -0.8098
C -0.7278 1.3878 -0.5396
N -1.0735 2.4837 -0.3993
H 1.8349 0.5152 -0.4709
H 0.9495 -1.5304 -0.0718
H -1.8633 -0.4587 0.7368
H -1.3123 -1.9545 -0.1479
H 0.6745 0.1291 -1.4558
*
```

5.
C5H5NO | the ωB97M-V functional and the def2-TZVPD basis

Kohn-Sham gap (spin up / spin down) = 7.34 / 7.04 eV
electronic energy = -8799.6170 eV
lowest unoccupied orbital energy (spin up / spin down) = -0.3896 / -0.3271 eV

Structure (ORCA input):
```
! RIJCOSX wB97M-V def2-TZVPD def2/J DEFGRID3
* xyz 0 1
O -0.0525 -1.6793 -1.2226
C 0.1129 -0.6168 -0.4182
C 0.4492 0.6468 -1.1492
C 0.6443 1.8583 -0.2334
N -0.0630 1.8002 0.8883
C -0.0649 -0.6151 0.9264
C -0.3198 0.6766 1.5058
H -0.3930 -2.4281 -0.7117
H -0.2907 -1.5170 1.4888
H 1.4056 0.5204 -1.6687
H -0.2856 0.8137 -1.9517
H -0.8505 0.7307 2.4556
*
```

6.
C5H5NO | the ωB97M-V functional and the def2-TZVPD basis

Kohn-Sham gap = 8.82 eV
electronic energy = -8798.3854 eV
lowest unoccupied orbital energy = -0.7577 eV

Structure (ORCA input):
```
! RIJCOSX wB97M-V def2-TZVPD def2/J DEFGRID3
* xyz 0 1
C -0.5943 0.7843 1.1949
C 0.0685 -0.0800 0.1234
O -0.1938 -1.8745 0.4591
C -0.0809 0.4265 -1.2326
C -0.2401 0.8120 -2.3667
C 1.2955 -0.7299 0.4519
N 2.3876 -1.0173 0.6744
H -0.0191 1.7079 1.4045
H -1.5953 1.1007 0.8904
H -0.6266 0.2054 2.1144
H -0.0165 -2.4429 -0.3253
H -0.3851 1.1078 -3.3885
*
```